# 1
C19H21N3O4 | wB97M-V/def2-TZVPD

Last column: natural (NBO) charge in e.
Cartesian coordinates (Å):
O -2.6161 -0.6032 2.5870  -0.61
C -1.7575 -1.3129 2.1143  0.65
N -1.8386 -1.9465 0.9333  -0.62
H -1.0571 -2.5123 0.6334  0.41
C -3.0036 -1.8895 0.0824  -0.21
H -3.4560 -2.8869 0.0265  0.19
H -3.7054 -1.2066 0.5653  0.24
C -2.6715 -1.3968 -1.3314  -0.43
C -2.1640 0.0234 -1.3195  0.01
C -2.9846 1.0451 -1.1168  -0.18
C -2.5434 2.4697 -1.0006  -0.43
C -1.0448 2.5522 -0.7322  -0.40
C -0.3064 1.6642 -1.7263  -0.39
C -0.6815 0.2033 -1.4930  -0.44
H -0.1738 -0.1707 -0.5981  0.21
H -0.3362 -0.4073 -2.3332  0.21
H 0.7747 1.7900 -1.6332  0.20
H -0.5912 1.9546 -2.7397  0.20
H -0.8527 2.2022 0.2837  0.19
H -0.7005 3.5848 -0.8099  0.21
H -2.7890 3.0019 -1.9260  0.21
H -3.0979 2.9534 -0.1934  0.22
H -4.0473 0.8689 -1.0158  0.20
H -1.9262 -2.0601 -1.7760  0.20
H -3.5842 -1.4629 -1.9267  0.22
C -0.4517 -1.6259 2.8700  -0.16
H -0.2577 -0.8427 3.6081  0.21
H -0.5946 -2.5719 3.4021  0.22
O 0.6419 -1.8479 2.0053  -0.47
C 1.2914 -0.7993 1.4668  0.31
C 1.0863 0.5256 1.7746  -0.33
C 1.8734 1.5140 1.1601  0.11
C 2.8479 1.2192 0.2417  -0.19
C 3.0640 -0.1239 -0.1130  -0.11
C 4.0296 -0.5218 -1.0628  -0.13
C 4.1636 -1.8490 -1.3664  -0.25
C 3.3202 -2.7722 -0.7231  0.07
N 2.4219 -2.4410 0.1624  -0.42
C 2.2825 -1.1466 0.4898  0.19
H 3.3880 -3.8281 -0.9503  0.20
H 4.8909 -2.1914 -2.0855  0.23
H 4.6434 0.2313 -1.5355  0.22
H 3.4348 2.0087 -0.2023  0.25
N 1.6415 2.8938 1.5182  0.51
O 0.8766 3.1189 2.4298  -0.37
O 2.2336 3.7424 0.8868  -0.38
H 0.3274 0.8497 2.4691  0.27

Values from the calculation:
SMILES: O=C(COc1cc([N+](=O)[O-])cc2cccnc12)NCCC1=CCCCC1
Energy above the lowest of the compared OMol25 structures with the same formula, charge and spin in kcal per mole: 108.17
E in eV: -32701.858
HOMO in eV: -8.77
Kohn-Sham gap in eV: 7.92
Spin multiplicity: 1

---

# 2
C3H7N3 | wB97M-V/def2-TZVPD

Last column: natural (NBO) charge in e.
Cartesian coordinates (Å):
C -1.0585 -0.9948 1.2067  -0.73
C 0.6419 0.2465 -1.6334  0.65
C -0.1775 -0.0547 0.4643  0.19
N 1.1962 1.3456 -1.3926  -0.88
N 0.2185 -0.6443 -2.3864  -0.76
N 0.2321 1.0030 1.0692  -0.72
H 0.8114 1.6299 0.4866  0.44
H 1.9961 1.5458 -1.9825  0.39
H 0.0153 -1.5412 -1.9709  0.38
H 0.0042 1.2649 2.0296  0.36
H -1.3055 -0.6957 2.2367  0.19
H -0.5872 -1.9816 1.2297  0.24
H -1.9869 -1.1235 0.6431  0.25

Values from the calculation:
Energy above the lowest of the compared OMol25 structures with the same formula, charge and spin in kcal per mole: 59.36
E in eV: -7692.105
HOMO in eV: -8.18
Kohn-Sham gap in eV: 9.07
Spin multiplicity: 1

---

# 3
C16H20BF16O8 | wB97M-V/def2-TZVPD

Last column: natural (NBO) charge in e.
Cartesian coordinates (Å):
B -16.6308 -4.2192 18.5111  1.36
F -17.2238 -3.0106 18.0748  -0.56
F -15.6582 -3.9146 19.4631  -0.56
F -17.6228 -5.0198 19.0654  -0.54
F -16.0126 -4.8598 17.4464  -0.54
C -10.5298 -6.7742 18.4009  -0.63
C -12.0804 -6.5346 18.3510  -0.06
O -12.3232 -5.1504 18.2338  -0.51
C -13.5610 -4.6771 18.5478  0.65
O -14.5554 -5.3766 18.7079  -0.46
C -13.6477 -3.1682 18.6053  0.93
F -12.4856 -2.5970 18.5631  -0.30
F -14.3000 -2.8176 17.5225  -0.32
F -14.3880 -2.7594 19.6517  -0.29
H -10.3010 -7.7161 18.8995  0.21
H -10.0216 -6.0154 18.9960  0.21
H -10.2269 -6.6440 17.3620  0.21
H -12.5448 -6.8176 19.2956  0.18
H -12.5564 -7.1325 17.5738  0.19
C -19.7555 -5.9405 18.7656  -0.64
C -19.2455 -4.8479 17.8854  -0.07
O -18.7816 -5.4847 16.7282  -0.54
C -17.6336 -6.2009 16.5129  0.69
O -16.9377 -6.6282 17.3721  -0.50
C -17.3756 -6.5641 15.0282  0.90
F -16.0789 -6.5772 14.8829  -0.29
F -17.8854 -7.8148 14.8742  -0.33
F -18.0184 -5.7400 14.1858  -0.31
H -20.1858 -5.4221 19.6224  0.25
H -19.0714 -6.7342 19.0658  0.20
H -20.5852 -6.4323 18.2578  0.18
H -18.6531 -3.9967 18.2210  0.23
H -20.1843 -4.3335 17.6802  0.17
C -17.0918 -3.3863 15.2216  -0.63
C -16.0076 -2.3280 15.6260  -0.08
O -16.6205 -1.3878 16.5727  -0.48
C -15.8149 -0.6519 17.3773  0.69
O -14.5837 -0.4572 17.1716  -0.58
C -16.4393 0.0108 18.5960  0.91
F -16.6934 1.2921 18.2807  -0.31
F -17.6041 -0.6330 18.9826  -0.30
F -15.5164 -0.0405 19.6178  -0.30
H -17.2117 -4.0787 16.0549  0.25
H -16.5972 -3.8409 14.3632  0.20
H -18.0259 -2.8953 14.9487  0.21
H -15.7693 -1.6565 14.8011  0.17
H -15.0744 -2.6280 16.1028  0.23
C -17.0366 -1.8817 20.4679  -0.60
C -18.0444 -2.9257 19.9522  -0.15
O -19.0501 -2.9892 20.9498  -0.46
C -20.2110 -3.5498 20.8249  0.71
O -20.7171 -4.0601 19.8409  -0.59
C -20.9283 -3.6008 22.2148  0.90
F -21.0188 -4.8542 22.7022  -0.31
F -20.2221 -2.8007 23.0806  -0.32
F -22.2047 -3.1335 22.1167  -0.32
H -16.7706 -2.1827 21.4812  0.18
H -17.4779 -0.8882 20.5476  0.19
H -16.0699 -1.8745 19.9643  0.23
H -17.4512 -3.8221 19.7710  0.24
H -18.3654 -2.6594 18.9451  0.22

Values from the calculation:
Energy above the lowest of the compared OMol25 structures with the same formula, charge and spin in kcal per mole: 395.04
Total charge: -1
E in eV: -77446.066
HOMO in eV: -6.50
Kohn-Sham gap in eV: 9.26
Spin multiplicity: 1

---

# 4
C8H9N4 | wB97M-V/def2-TZVPD

Last column: natural (NBO) charge in e.
Cartesian coordinates (Å):
C -2.6862 1.6748 0.5493  -0.22
C -3.2626 1.1219 -0.5287  -0.03
C 3.2896 -0.7107 0.2979  -0.09
C -0.1904 -2.1340 0.3316  0.33
C 2.0312 -1.1160 0.0647  0.37
C -1.7580 0.5638 1.1726  -0.54
C 4.1197 1.1506 -0.9762  0.03
C -1.8950 -0.4779 0.1605  0.56
N 3.7741 0.5650 0.0765  -0.39
N -1.3732 -1.6992 0.1109  -0.51
N 0.9077 -1.5449 0.3507  -0.38
N -2.8100 -0.1104 -0.7485  -0.51
H -2.8176 2.7447 0.8805  0.26
H -3.9122 1.5010 -1.3583  0.25
H 4.0827 -1.4742 0.4802  0.27
H -0.0649 -3.1561 0.2419  0.21
H -0.7276 0.7922 1.2977  0.27
H -2.0919 0.1214 2.1192  0.29
H 4.1860 2.1990 -0.9787  0.20
H 4.0772 0.5651 -1.9038  0.16
H -2.8785 -0.5763 -1.6401  0.44

Values from the calculation:
SMILES: C=NC=C=N/C=N\C1=[NH+]C=CC1
Energy above the lowest of the compared OMol25 structures with the same formula, charge and spin in kcal per mole: 99.84
Total charge: +1
E in eV: -14391.348
HOMO in eV: -11.86
Kohn-Sham gap in eV: 7.68
Spin multiplicity: 1